[1]
Computed, not measured: C30H23F3N8O3STi as an isolated structure, with wB97M-V/def2-TZVPD.

```
! RIJCOSX wB97M-V def2-TZVPD def2/J DEFGRID3
* xyz 1 2
Ti -0.478 0.505 0.121
C -3.148 -1.373 3.193
C -2.606 -2.645 3.268
C -1.715 -3.058 2.289
C -1.361 -2.171 1.287
N -1.843 -0.920 1.254
C -2.733 -0.541 2.170
C -0.449 -2.518 0.174
C -0.070 -3.812 -0.146
C 0.708 -4.016 -1.272
C 1.057 -2.943 -2.073
C 0.654 -1.672 -1.701
N -0.059 -1.481 -0.582
C 0.877 -0.451 -2.496
C 1.485 -0.447 -3.742
C 1.581 0.742 -4.444
C 1.046 1.895 -3.894
C 0.439 1.811 -2.654
N 0.365 0.671 -1.969
H -3.844 -1.017 3.937
H -2.866 -3.301 4.087
H -1.285 -4.048 2.329
H -3.098 0.477 2.093
H -0.387 -4.652 0.453
H 1.018 -5.017 -1.542
H 1.631 -3.105 -2.973
H 1.879 -1.359 -4.166
H 2.057 0.766 -5.415
H 1.089 2.841 -4.415
H -0.001 2.682 -2.186
N 1.295 3.705 -0.028
C 2.094 2.635 -0.006
N 1.707 1.408 0.253
C 2.806 0.541 0.270
C 2.802 -0.793 0.670
C 3.982 -1.518 0.626
C 5.172 -0.933 0.205
C 5.207 0.407 -0.144
C 4.023 1.126 -0.096
S 3.790 2.827 -0.382
H 0.324 3.596 0.237
H 1.683 4.624 -0.136
H 1.901 -1.238 1.067
H 3.983 -2.550 0.951
H 6.083 -1.515 0.185
H 6.134 0.886 -0.427
C -4.087 -0.318 -2.572
C -2.833 -0.748 -1.844
O -2.223 0.377 -1.191
H -4.543 -1.172 -3.072
H -3.857 0.440 -3.320
H -4.815 0.092 -1.869
H -2.092 -1.141 -2.542
H -3.057 -1.521 -1.103
H -2.919 0.922 -0.747
F -1.680 4.883 1.334
C -2.483 4.425 0.363
F -3.705 4.873 0.569
F -2.027 4.922 -0.808
C -2.418 2.882 0.288
O -3.449 2.233 0.234
O -1.215 2.441 0.228
N 0.135 0.394 2.109
C 0.419 0.346 3.242
C 0.670 0.224 4.576
C 1.843 0.788 5.148
N 2.803 1.252 5.580
C -0.290 -0.513 5.323
N -1.107 -1.135 5.846
*
```

Summary:
E_HOMO (alpha / beta) = -10.55 / -10.56 eV
Molar mass = 680.49 g mol⁻¹
E = -3368.05502 a.u.
Relative energy (zero: lowest compared OMol25 entry of this formula, charge and spin) = 1.2 kcal per mole
Gap between HOMO and LUMO (alpha / beta) = 0.2338 / 0.2336 Ha
LUMO level (alpha / beta) = -0.1538 / -0.1544 hartree

[2]
Computed, not measured: C2H7NO3 as an isolated structure, with wB97M-V/def2-TZVPD.

```
! RIJCOSX wB97M-V def2-TZVPD def2/J DEFGRID3
* xyz 0 1
C 1.244 1.802 0.109
O 1.117 0.749 1.083
O -1.030 0.166 0.837
H -0.748 -0.172 1.700
H 0.616 2.615 0.469
H 0.896 1.444 -0.857
H 2.293 2.102 0.077
C -1.552 -1.699 -1.067
O 1.624 -0.411 0.640
N -0.973 -1.480 0.036
H 0.140 -1.613 0.103
H -2.610 -1.477 -1.168
H -1.019 -2.025 -1.962
*
```

Summary:
E_HOMO (alpha / beta) = -9.46 / -8.28 eV
Molar mass = 93.08 g mol⁻¹
E = -360.57290 a.u.
Relative energy (zero: lowest compared OMol25 entry of this formula, charge and spin) = 213.8 kcal per mole
Gap between HOMO and LUMO (alpha / beta) = 0.3473 / 0.2712 Ha
LUMO level (alpha / beta) = -0.0004 / -0.0330 hartree

[3]
Computed, not measured: C54H50CsO2P2S2 as an isolated structure, with wB97M-V/def2-TZVPD.

```
! RIJCOSX wB97M-V def2-TZVPD def2/J DEFGRID3
* xyz 1 1
Cs 1.035 0.204 0.555
O -2.267 -1.294 -2.332
S -2.059 -0.872 -0.913
C -3.637 -1.230 -0.119
C -4.274 -2.338 -0.630
C -5.528 -2.775 -0.170
C -6.132 -2.058 0.826
C -7.452 -2.261 1.530
C -7.546 -1.089 2.543
C -6.273 -0.302 2.342
C -5.806 0.828 2.939
C -4.560 1.345 2.517
C -3.775 0.768 1.543
P -2.155 1.499 1.127
C -2.474 2.288 -0.491
C -1.379 2.690 -1.258
C -1.554 3.267 -2.504
C -2.836 3.440 -3.011
C -3.931 3.039 -2.265
C -3.752 2.468 -1.009
C -2.016 2.936 2.248
C -2.477 4.213 1.934
C -2.315 5.258 2.832
C -1.697 5.038 4.056
C -1.233 3.771 4.379
C -1.384 2.729 3.474
C -4.238 -0.437 0.906
C -5.492 -0.914 1.338
C -1.081 -2.210 -0.198
C -1.384 -2.684 1.056
C -0.790 -3.844 1.604
C 0.052 -4.567 0.811
C 0.758 -5.884 1.035
C 1.475 -6.187 -0.309
C 1.223 -4.966 -1.164
C 1.635 -4.635 -2.422
C 1.287 -3.359 -2.924
C 0.501 -2.454 -2.245
P 0.453 -0.697 -2.778
C 0.265 -0.794 -4.594
C -1.024 -0.719 -5.122
C -1.220 -0.787 -6.494
C -0.139 -0.916 -7.354
C 1.147 -0.976 -6.837
C 1.349 -0.915 -5.464
C 2.226 -0.216 -2.594
C 2.533 1.107 -2.940
C 3.800 1.630 -2.737
C 4.794 0.845 -2.159
C 4.504 -0.460 -1.795
C 3.231 -0.985 -2.009
C -0.081 -2.858 -0.999
C 0.379 -4.075 -0.470
H -3.783 -2.876 -1.432
H -5.985 -3.654 -0.606
H -7.481 -3.230 2.028
H -8.278 -2.249 0.818
H -7.626 -1.447 3.570
H -8.422 -0.465 2.359
H -6.359 1.342 3.715
H -4.213 2.252 2.995
H -0.369 2.531 -0.888
H -0.693 3.571 -3.085
H -2.976 3.881 -3.989
H -4.931 3.166 -2.658
H -4.619 2.159 -0.436
H -2.963 4.395 0.983
H -2.675 6.246 2.577
H -1.575 5.854 4.757
H -0.751 3.594 5.332
H -1.015 1.741 3.729
H -2.155 -2.185 1.632
H -1.068 -4.169 2.598
H 0.053 -6.669 1.309
H 1.471 -5.801 1.857
H 1.063 -7.077 -0.786
H 2.541 -6.367 -0.173
H 2.254 -5.295 -3.017
H 1.701 -3.062 -3.881
H -1.870 -0.612 -4.456
H -2.226 -0.732 -6.890
H -0.297 -0.964 -8.423
H 1.999 -1.071 -7.497
H 2.363 -0.954 -5.085
H 1.767 1.731 -3.390
H 4.014 2.650 -3.029
H 5.788 1.248 -2.009
H 5.271 -1.086 -1.353
H 3.030 -2.007 -1.712
C 7.944 1.571 0.758
C 6.631 2.246 1.139
C 5.635 1.227 1.679
S 4.003 1.943 1.934
O 3.063 0.792 2.209
C 4.242 2.798 3.520
C 3.886 1.957 4.743
C 4.824 0.793 5.031
H 8.661 2.293 0.369
H 7.783 0.811 -0.011
H 8.398 1.080 1.620
H 6.199 2.748 0.269
H 6.821 3.024 1.882
H 5.971 0.757 2.602
H 5.452 0.444 0.940
H 3.609 3.683 3.468
H 5.282 3.134 3.537
H 2.867 1.587 4.625
H 3.872 2.644 5.592
H 4.739 0.018 4.270
H 4.580 0.335 5.989
H 5.866 1.120 5.083
*
```

Summary:
E_HOMO = -9.93 eV
Molar mass = 989.98 g mol⁻¹
E = -3737.29425 a.u.
Relative energy (zero: lowest compared OMol25 entry of this formula, charge and spin) = 0.0 kcal per mole
Gap between HOMO and LUMO = 0.2925 Ha
LUMO level = -0.0723 hartree

[4]
Computed, not measured: a single C5H10N2O2 molecule, with wB97M-V/def2-TZVPD.

```
! RIJCOSX wB97M-V def2-TZVPD def2/J DEFGRID3
* xyz 0 1
C 0.384 -0.930 -0.323
C 1.403 -0.177 0.052
C -1.033 -0.502 0.188
C 2.858 -0.544 0.116
C -3.216 0.274 -0.522
N 1.097 1.105 0.504
N -0.237 1.512 0.324
O -1.258 -0.626 1.388
O -1.941 -0.292 -0.777
H 0.445 -1.787 -0.943
H 3.512 0.159 -0.246
H 3.148 -1.460 -0.445
H 2.930 -0.789 1.230
H -3.864 0.152 -1.353
H -2.954 1.354 -0.255
H -3.619 -0.261 0.272
H 1.990 1.687 0.779
H -0.181 2.375 -0.227
H -0.800 1.566 1.327
*
```

Summary:
E_HOMO = -7.89 eV
Molar mass = 130.15 g mol⁻¹
E = -456.39900 a.u.
Relative energy (zero: lowest compared OMol25 entry of this formula, charge and spin) = 97.4 kcal per mole
Gap between HOMO and LUMO = 0.3220 Ha
SMILES = COC(=O)/C=C(/C)NN
LUMO level = 0.0321 hartree

Which value of relative energy (zero: lowest compared OMol25 entry of this formula, charge and spin) does entry 2 give? 213.8 kcal per mole

What did the first record say?
Computed, not measured: C30H23F3N8O3STi as an isolated structure, with wB97M-V/def2-TZVPD.

```
! RIJCOSX wB97M-V def2-TZVPD def2/J DEFGRID3
* xyz 1 2
Ti -0.478 0.505 0.121
C -3.148 -1.373 3.193
C -2.606 -2.645 3.268
C -1.715 -3.058 2.289
C -1.361 -2.171 1.287
N -1.843 -0.920 1.254
C -2.733 -0.541 2.170
C -0.449 -2.518 0.174
C -0.070 -3.812 -0.146
C 0.708 -4.016 -1.272
C 1.057 -2.943 -2.073
C 0.654 -1.672 -1.701
N -0.059 -1.481 -0.582
C 0.877 -0.451 -2.496
C 1.485 -0.447 -3.742
C 1.581 0.742 -4.444
C 1.046 1.895 -3.894
C 0.439 1.811 -2.654
N 0.365 0.671 -1.969
H -3.844 -1.017 3.937
H -2.866 -3.301 4.087
H -1.285 -4.048 2.329
H -3.098 0.477 2.093
H -0.387 -4.652 0.453
H 1.018 -5.017 -1.542
H 1.631 -3.105 -2.973
H 1.879 -1.359 -4.166
H 2.057 0.766 -5.415
H 1.089 2.841 -4.415
H -0.001 2.682 -2.186
N 1.295 3.705 -0.028
C 2.094 2.635 -0.006
N 1.707 1.408 0.253
C 2.806 0.541 0.270
C 2.802 -0.793 0.670
C 3.982 -1.518 0.626
C 5.172 -0.933 0.205
C 5.207 0.407 -0.144
C 4.023 1.126 -0.096
S 3.790 2.827 -0.382
H 0.324 3.596 0.237
H 1.683 4.624 -0.136
H 1.901 -1.238 1.067
H 3.983 -2.550 0.951
H 6.083 -1.515 0.185
H 6.134 0.886 -0.427
C -4.087 -0.318 -2.572
C -2.833 -0.748 -1.844
O -2.223 0.377 -1.191
H -4.543 -1.172 -3.072
H -3.857 0.440 -3.320
H -4.815 0.092 -1.869
H -2.092 -1.141 -2.542
H -3.057 -1.521 -1.103
H -2.919 0.922 -0.747
F -1.680 4.883 1.334
C -2.483 4.425 0.363
F -3.705 4.873 0.569
F -2.027 4.922 -0.808
C -2.418 2.882 0.288
O -3.449 2.233 0.234
O -1.215 2.441 0.228
N 0.135 0.394 2.109
C 0.419 0.346 3.242
C 0.670 0.224 4.576
C 1.843 0.788 5.148
N 2.803 1.252 5.580
C -0.290 -0.513 5.323
N -1.107 -1.135 5.846
*
```

Summary:
E_HOMO (alpha / beta) = -10.55 / -10.56 eV
Molar mass = 680.49 g mol⁻¹
E = -3368.05502 a.u.
Relative energy (zero: lowest compared OMol25 entry of this formula, charge and spin) = 1.2 kcal per mole
Gap between HOMO and LUMO (alpha / beta) = 0.2338 / 0.2336 Ha
LUMO level (alpha / beta) = -0.1538 / -0.1544 hartree

What is the relative energy (zero: lowest compared OMol25 entry of this formula, charge and spin) in the second record? 213.8 kcal per mole